No. 1
The following is a DFT calculation (ωB97M-V/def2-TZVPD) of 3 unconnected molecules or ions with the total composition C4H12N2O.

Last column: Mulliken charge in e.
Positions of all 19 atoms, in Å:
O: 0.14 1.59 0.84  -0.46
N: 1.86 -0.10 -0.91  -0.66
N: -3.10 -0.59 -0.46  -0.46
C: -0.17 0.75 -0.16  -0.05
C: -0.15 -0.62 -0.09  -0.36
C: -2.15 -0.51 0.57  -0.73
C: 2.83 0.20 0.11  -0.80
H: 1.95 0.55 -1.69  0.16
H: -3.25 0.27 -0.97  0.24
H: 3.87 0.04 -0.21  0.31
H: 2.69 -0.48 0.97  0.29
H: -0.37 -1.20 -0.98  0.30
H: 2.80 1.24 0.50  0.22
H: -2.32 0.35 1.23  0.36
H: 0.74 1.14 1.46  0.36
H: -2.08 -1.42 1.15  0.33
H: -0.66 1.26 -0.98  0.34
H: -2.96 -1.36 -1.10  0.25
H: 0.33 -1.12 0.74  0.34

Calculated values
Gap between HOMO and LUMO (spin up / spin down) ... 6.9 / 7.2 eV
Spin multiplicity ... 1
Lowest unoccupied orbital energy (spin up / spin down) ... 0.784 / 0.776 eV

No. 2
The following is a DFT calculation (ωB97M-V/def2-TZVPD) of a single C4H12N2O molecule.

Last column: Mulliken charge in e.
Positions of all 19 atoms, in Å:
O: -2.14 1.33 2.58  -0.49
N: 0.55 0.09 -2.95  -0.53
N: 0.22 0.26 0.19  -0.24
C: -0.84 1.28 2.15  -0.31
C: 0.52 -1.08 -1.99  -0.62
C: -0.34 -0.02 1.45  -0.50
C: 0.92 -0.91 -0.55  -0.78
H: 0.63 -0.56 2.02  0.25
H: 0.98 -1.82 0.01  0.49
H: 1.16 -1.90 -2.36  0.33
H: 0.55 1.03 -2.42  0.24
H: -1.24 -0.78 1.67  0.20
H: -0.31 0.84 -0.52  0.22
H: 1.93 -0.78 -0.41  0.44
H: -0.24 1.48 3.06  0.25
H: -0.55 2.24 1.53  0.24
H: 1.36 0.00 -3.52  0.26
H: -2.64 0.80 1.93  0.30
H: -0.52 -1.50 -1.87  0.24

Calculated values
Gap between HOMO and LUMO ... 9.6 eV
Spin multiplicity ... 1
Lowest unoccupied orbital energy ... 0.938 eV

No. 3
The following is a DFT calculation (ωB97M-V/def2-TZVPD) of a molecular structure, C4H12N2O2.

Last column: Mulliken charge in e.
Positions of all 20 atoms, in Å:
O: 1.41 0.52 1.45  -0.45
O: 2.31 -1.20 0.19  -0.54
N: 1.94 0.86 -0.80  -0.54
N: -2.44 -1.13 -0.31  -0.66
C: -1.18 1.45 0.09  -1.21
C: -0.58 -1.04 0.16  -0.43
C: 1.45 -0.06 0.18  -0.03
C: -0.84 0.14 -0.53  0.53
H: 1.91 0.43 -1.72  0.21
H: -0.32 2.11 0.00  0.34
H: -0.61 -1.05 1.24  0.32
H: 2.30 0.83 1.70  0.28
H: 2.92 1.09 -0.63  0.30
H: -3.18 -0.91 0.35  0.15
H: -0.21 -1.91 -0.35  0.28
H: 2.01 -1.78 0.91  0.33
H: -0.68 0.13 -1.61  0.33
H: -2.03 1.90 -0.42  0.38
H: -1.41 1.34 1.15  0.28
H: -2.76 -1.73 -1.06  0.14

Calculated values
Gap between HOMO and LUMO (spin up / spin down) ... 7.5 / 7.5 eV
Spin multiplicity ... 1
Lowest unoccupied orbital energy (spin up / spin down) ... 0.689 / 0.690 eV

No. 4
The following is a DFT calculation (ωB97M-V/def2-TZVPD) of a molecular structure, C4H12N2O2.

Last column: Mulliken charge in e.
Positions of all 20 atoms, in Å:
O: 2.35 0.29 0.25  -0.50
O: -2.81 -0.29 -0.15  -0.95
N: -0.93 1.50 -0.87  -0.51
N: -0.72 -1.14 1.18  -0.43
C: 0.03 0.84 -0.33  0.16
C: 0.16 -0.53 0.25  0.77
C: 0.85 -1.49 -0.75  -1.19
C: 1.13 0.54 0.71  0.02
H: -3.04 2.09 0.06  -0.20
H: -0.82 -0.68 2.08  0.31
H: 5.53 1.15 -1.27  0.23
H: -1.67 0.82 -0.75  0.53
H: 1.30 -1.06 -1.64  0.33
H: 4.94 0.98 -0.83  -0.23
H: -1.67 -1.09 0.85  0.33
H: -3.50 2.35 0.64  0.20
H: 0.22 -2.41 -0.91  0.37
H: 0.76 0.98 1.69  0.27
H: 1.53 -2.04 -0.01  0.31
H: -3.63 -0.79 -0.20  0.16

Calculated values
Gap between HOMO and LUMO ... 4.5 eV
Spin multiplicity ... 1
Lowest unoccupied orbital energy ... -4.300 eV

No. 5
The following is a DFT calculation (ωB97M-V/def2-TZVPD) of a single C4H12N2O2 molecule.

Last column: Mulliken charge in e.
Positions of all 20 atoms, in Å:
O: -0.46 0.76 1.62  -0.40
O: -1.82 -0.02 -0.04  -0.85
N: -0.14 1.02 -2.01  -0.65
N: -0.50 0.25 0.27  0.46
C: -0.12 -2.12 1.30  -1.06
C: 1.51 1.60 -0.31  -1.33
C: 0.05 1.34 -0.63  0.15
C: -0.46 -1.53 -0.03  -0.12
H: -1.42 0.86 1.79  0.37
H: 1.64 1.81 0.75  0.36
H: 2.12 0.74 -0.56  0.29
H: 1.85 2.46 -0.89  0.37
H: -0.95 -1.99 2.00  0.28
H: 0.77 -1.68 1.72  0.29
H: -1.30 -2.02 -0.52  0.27
H: -1.10 0.71 -2.17  0.32
H: 0.37 -1.50 -0.73  0.22
H: 0.03 -3.20 1.15  0.41
H: -0.58 2.20 -0.39  0.35
H: 0.49 0.30 -2.34  0.27

Calculated values
Gap between HOMO and LUMO ... 8.7 eV
Spin multiplicity ... 1
Lowest unoccupied orbital energy ... 0.792 eV

No. 6
The following is a DFT calculation (ωB97M-V/def2-TZVPD) of 2 unconnected molecules or ions with the total composition C4H12N2O2.

Last column: Mulliken charge in e.
Positions of all 20 atoms, in Å:
O: -1.11 2.03 0.76  -0.63
O: -3.20 -0.09 -1.76  -0.63
N: 1.14 -1.79 1.01  -0.52
N: -0.10 0.27 1.65  -0.17
C: 0.94 -0.72 1.95  -0.74
C: 0.63 1.06 -0.59  -0.39
C: 0.35 0.09 -1.75  -0.72
C: -0.34 1.10 0.58  0.50
H: 1.83 -0.17 1.55  0.53
H: 0.72 0.28 -2.73  0.37
H: -2.51 0.36 -2.26  0.37
H: -0.77 0.03 -1.80  -0.09
H: 0.95 -0.98 3.13  0.29
H: -2.77 -0.12 -0.89  0.33
H: 0.89 -0.78 -1.42  0.27
H: 0.97 -1.57 0.06  0.14
H: 0.50 -2.57 1.17  0.24
H: 1.59 0.78 -0.10  0.28
H: -0.55 0.69 2.44  0.21
H: 0.83 2.10 -1.00  0.37

Calculated values
Gap between HOMO and LUMO ... 10.5 eV
Spin multiplicity ... 1
Lowest unoccupied orbital energy ... 0.710 eV

No. 7
The following is a DFT calculation (ωB97M-V/def2-TZVPD) of a molecular structure, C4H12N2O2.

Last column: Mulliken charge in e.
Positions of all 20 atoms, in Å:
O: 1.74 -1.02 -0.67  -0.67
O: 1.40 1.15 -1.15  -0.65
N: 3.30 0.50 -0.08  -0.46
N: -0.65 -1.17 -1.31  -0.40
C: -1.34 -0.08 -0.58  -0.88
C: -1.20 -0.31 0.93  -0.23
C: -1.58 0.97 1.68  -1.22
C: 2.05 0.25 -0.64  0.63
H: -1.81 0.80 2.73  0.37
H: -0.19 -0.64 1.18  0.30
H: -0.82 0.83 -0.84  0.36
H: 3.86 -0.32 0.12  0.22
H: 0.63 -1.04 -0.98  0.44
H: -1.00 -2.08 -1.03  0.28
H: -0.71 -1.04 -2.32  0.29
H: -2.45 1.42 1.20  0.31
H: -2.42 -0.05 -0.77  0.40
H: -1.85 -1.14 1.22  0.36
H: -0.74 1.66 1.73  0.30
H: 3.77 1.31 -0.42  0.26

Calculated values
Gap between HOMO and LUMO ... 10.4 eV
Spin multiplicity ... 1
Lowest unoccupied orbital energy ... 0.829 eV

No. 8
The following is a DFT calculation (ωB97M-V/def2-TZVPD) of 2 unconnected molecules or ions with the total composition C4H12N2O2.

Last column: Mulliken charge in e.
Positions of all 20 atoms, in Å:
O: 0.16 -2.41 -0.20  -0.55
O: -0.67 0.74 0.76  -0.37
N: 1.94 -0.99 0.71  -0.52
N: -1.32 0.92 -1.61  -0.60
C: -1.83 0.03 1.15  -0.72
C: -0.60 1.29 -0.67  0.75
C: 0.52 2.27 -0.72  -1.08
C: 1.10 -1.35 -0.39  -0.01
H: 0.60 2.67 -1.73  0.35
H: 0.32 -0.47 -0.35  -0.04
H: 0.64 -3.24 -0.05  0.29
H: -1.89 0.09 -1.47  0.29
H: -1.91 0.10 2.23  0.24
H: 2.48 -1.77 1.07  0.21
H: 1.38 -0.55 1.43  0.25
H: 1.73 -1.56 -1.26  0.34
H: -1.71 -1.02 0.86  0.27
H: 0.32 3.07 -0.02  0.28
H: -2.74 0.40 0.67  0.33
H: 1.45 1.78 -0.42  0.30

Calculated values
Gap between HOMO and LUMO ... 10.6 eV
Spin multiplicity ... 1
Lowest unoccupied orbital energy ... 0.905 eV

No. 9
The following is a DFT calculation (ωB97M-V/def2-TZVPD) of 2 unconnected molecules or ions with the total composition C4H12N2O2.

Last column: Mulliken charge in e.
Positions of all 20 atoms, in Å:
O: -2.34 -1.18 -0.40  -0.23
O: -0.30 2.35 -1.26  -0.67
N: 1.68 1.17 0.02  -0.56
N: -0.04 -0.97 -0.64  0.08
C: 0.29 -0.03 1.61  -0.64
C: 1.59 0.75 1.39  -0.40
C: -1.36 -1.35 -1.26  -0.21
C: 0.15 -1.32 0.79  -0.58
H: -0.54 0.61 1.29  0.36
H: 1.08 -1.91 0.86  0.37
H: 0.18 -0.23 2.68  0.37
H: -1.31 -2.41 -1.59  0.34
H: 0.25 2.43 -2.05  0.33
H: 0.27 0.01 -0.78  0.31
H: -0.72 -1.87 1.14  0.39
H: 2.62 1.49 -0.21  0.20
H: -1.41 -0.79 -2.20  0.38
H: 2.43 0.08 1.65  0.42
H: 0.38 1.96 -0.64  0.37
H: 1.59 1.60 2.08  0.36

Calculated values
Gap between HOMO and LUMO (spin up / spin down) ... 9.0 / 6.8 eV
Spin multiplicity ... 2
Lowest unoccupied orbital energy (spin up / spin down) ... -5.639 / -7.914 eV
Total charge ... +1

No. 10
The following is a DFT calculation (ωB97M-V/def2-TZVPD) of 2 unconnected molecules or ions with the total composition C4H12N2O3.

Last column: Mulliken charge in e.
Positions of all 21 atoms, in Å:
O: -1.73 -1.48 1.86  -0.48
O: 2.65 -1.14 1.90  -0.59
O: 2.18 0.80 -0.17  -0.52
N: -0.16 0.25 1.03  0.32
N: 1.27 1.03 -2.23  -0.31
C: 1.27 0.89 -0.88  0.37
C: -1.18 0.00 -1.27  -1.25
C: -0.27 0.71 -0.28  0.38
C: -1.46 -0.02 1.71  -0.54
H: -1.43 0.40 -2.31  0.39
H: 0.63 -0.39 1.19  0.07
H: 0.45 1.22 -2.80  0.21
H: -2.30 0.27 1.15  0.41
H: -0.80 -1.06 -1.46  0.36
H: 2.01 -0.63 1.26  0.28
H: -0.47 1.81 -0.36  0.22
H: -2.15 -0.15 -0.85  0.34
H: 2.92 -1.94 1.40  0.34
H: -2.00 -1.97 1.00  0.36
H: -1.66 0.37 2.72  0.35
H: 2.23 1.04 -2.59  0.29

Calculated values
Gap between HOMO and LUMO (spin up / spin down) ... 11.6 / 6.2 eV
Spin multiplicity ... 2
Lowest unoccupied orbital energy (spin up / spin down) ... -3.110 / -8.542 eV
Total charge ... +1

What energy above the lowest of the compared OMol25 structures with the same formula, charge and spin values result from the calculations? In sequence: 146.2, 82.3, 149.4, 280.8, 154.5, 64.8, 8.5, 67.9, 130.0, 22.8 kcal per mole.
What E values result from the calculations? In sequence: -344.152091, -344.253909, -419.410454, -419.201005, -419.402209, -419.545229, -419.634887, -419.540196, -419.125124, -494.456467 a.u..
What F_max values result from the calculations? In sequence: 3.9, 4.0, 0.6, 11.7, 3.0, 3.4, 1.6, 3.4, 2.4, 6.4 eV Å⁻¹.